ORCA calculation (the ωB97M-V functional and the def2-TZVPD basis) on 11 unconnected molecules or ions with the total composition H22O11 at a distorted geometry.

Results
HOMO energy (spin up / spin down) = -0.072 / -7.910 eV
LUMO level (spin up / spin down) = 2.7972 / 2.6425 eV
multiplicity = 2
net charge = -1

Element x y z (Å)
O 1.796 0.999 1.277
H 2.021 1.058 2.206
H 0.893 0.682 1.269
O 2.670 1.035 -1.242
H 3.334 1.720 -1.164
H 2.472 0.790 -0.338
O -2.254 -1.780 1.880
H -2.978 -2.407 1.890
H -2.628 -0.989 1.493
O -3.714 0.457 1.071
H -3.317 1.325 0.996
H -4.651 0.611 0.954
O -0.277 0.026 3.196
H -0.971 -0.098 2.549
H -0.594 -0.425 3.979
O 2.178 1.982 -3.706
H 2.029 2.026 -2.762
H 1.364 2.307 -4.093
O -0.259 0.149 -0.286
H 0.377 0.554 -0.876
H -1.032 0.712 -0.343
O 0.013 -2.734 -1.056
H -0.400 -1.906 -0.814
H -0.705 -3.273 -1.388
O -2.080 2.678 0.264
H -1.564 2.956 1.021
H -2.433 3.491 -0.097
O 2.191 -1.900 0.468
H 1.647 -2.043 1.242
H 1.588 -1.994 -0.270
O 2.024 -2.057 -2.724
H 1.774 -1.232 -2.307
H 1.486 -2.719 -2.290

Charges in e, computed with Mulliken, in the same order as the atoms: O -0.694; H 0.277; H 0.309; O -0.664; H 0.294; H 0.345; O -0.697; H 0.335; H 0.388; O -0.879; H 0.146; H 0.317; O -0.636; H 0.246; H 0.322; O -0.666; H 0.356; H 0.329; O -1.193; H 0.196; H 0.275; O -0.765; H 0.279; H 0.283; O 0.428; H 0.269; H -0.193; O -0.630; H 0.357; H 0.209; O -0.673; H 0.342; H 0.387

ORCA calculation (the ωB97M-V functional and the def2-TZVPD basis) on 11 unconnected molecules or ions with the total composition H22O11 at a distorted geometry.

Results
HOMO energy = -8.075 eV
LUMO level = -0.2814 eV

Element x y z (Å)
O 0.889 -0.224 -0.405
H 0.051 0.248 -0.343
H 1.551 0.444 -0.191
O -2.598 2.742 -0.547
H -1.834 2.733 -1.135
H -3.048 3.567 -0.760
O 2.135 2.377 -1.747
H 2.892 2.013 -1.276
H 1.387 1.864 -1.421
O -0.579 0.959 2.112
H -0.835 1.867 1.914
H -0.669 0.894 3.070
O -3.344 -0.942 -0.237
H -4.210 -1.250 0.053
H -2.857 -1.752 -0.424
O -1.996 -0.688 -2.334
H -1.417 -1.294 -1.858
H -1.722 0.185 -2.030
O -0.575 -2.886 -1.223
H -0.523 -3.384 -2.046
H 0.244 -2.379 -1.202
O -3.490 -0.685 1.742
H -2.535 -0.728 1.623
H -3.747 0.120 1.278
O 1.688 -3.103 1.220
H 2.458 -3.225 0.653
H 1.991 -3.382 2.091
O 4.761 -1.283 -0.111
H 4.341 -0.416 -0.088
H 5.644 -1.125 0.243
O 2.096 3.083 0.789
H 2.119 2.146 1.014
H 1.731 3.504 1.576

Charges in e, computed with Mulliken, in the same order as the atoms: O -0.421; H 0.263; H 0.029; O -0.588; H 0.311; H 0.287; O -0.580; H 0.295; H 0.332; O -0.538; H 0.306; H 0.269; O -0.613; H 0.334; H 0.282; O -0.616; H 0.357; H 0.296; O -0.677; H 0.311; H 0.285; O -0.693; H 0.348; H 0.354; O -0.581; H 0.313; H 0.269; O -0.595; H 0.287; H 0.315; O -0.574; H 0.343; H 0.289

ORCA calculation (the ωB97M-V functional and the def2-TZVPD basis) on 11 unconnected molecules or ions with the total composition H22O11 at a distorted geometry.

Results
HOMO energy = -10.026 eV
LUMO level = 0.0887 eV

Element x y z (Å)
O -0.557 -1.496 -0.033
H 0.151 -1.239 0.479
H -0.640 -0.629 -0.482
O -2.170 -2.005 -1.489
H -1.467 -1.818 -2.100
H -2.938 -2.061 -1.942
O -2.220 3.058 -1.828
H -2.377 3.816 -1.267
H -3.182 2.953 -2.103
O -0.203 1.033 3.979
H 0.523 1.264 4.572
H -0.283 1.798 3.370
O 1.420 -3.575 -0.910
H 0.513 -3.696 -1.117
H 2.036 -3.824 -1.695
O 3.487 -1.445 0.945
H 3.167 -0.590 0.870
H 4.343 -1.464 1.495
O 3.911 0.098 -0.752
H 3.967 0.991 -1.033
H 4.158 -0.297 -1.524
O 0.998 2.813 -1.557
H 0.817 3.447 -2.215
H 1.373 2.145 -2.192
O -3.489 -2.666 0.730
H -4.149 -2.319 1.365
H -3.146 -1.847 0.386
O 0.530 2.037 0.811
H 0.434 1.589 1.630
H 0.744 1.253 0.273
O -1.690 0.563 1.103
H -1.476 1.533 1.131
H -2.584 0.581 1.103

Charges in e, computed with Mulliken, in the same order as the atoms: O -0.468; H 0.186; H 0.331; O -0.573; H 0.252; H 0.247; O -0.594; H 0.303; H 0.296; O -0.600; H 0.306; H 0.322; O -0.602; H 0.318; H 0.293; O -0.622; H 0.316; H 0.287; O -0.497; H 0.281; H 0.238; O -0.529; H 0.254; H 0.284; O -0.598; H 0.295; H 0.304; O -0.667; H 0.298; H 0.267; O -0.452; H 0.334; H 0.192

ORCA calculation (the ωB97M-V functional and the def2-TZVPD basis) on 11 unconnected molecules or ions with the total composition H22O11 at a distorted geometry.

Results
HOMO energy = -10.015 eV
LUMO level = -0.5564 eV

Element x y z (Å)
O -10.147 0.926 5.147
H -10.589 0.401 4.490
H -9.632 1.551 4.698
O -6.209 -2.580 6.976
H -6.851 -2.384 7.700
H -6.711 -2.401 6.175
O -4.808 -1.051 2.327
H -4.628 -0.654 1.513
H -5.656 -1.471 2.203
O -6.272 1.985 1.787
H -6.737 1.901 0.988
H -6.530 1.297 2.399
O -6.711 0.511 4.409
H -7.122 1.215 4.950
H -7.199 -0.306 4.467
O -4.877 3.161 4.442
H -4.749 2.241 4.285
H -4.465 3.641 3.741
O -7.839 2.530 6.011
H -8.052 2.552 6.936
H -8.501 3.051 5.609
O -8.851 -0.698 6.901
H -9.191 -0.090 6.228
H -8.040 -0.365 7.287
O -4.505 -0.087 5.964
H -4.920 0.048 6.809
H -5.267 0.084 5.390
O -8.424 -0.224 1.352
H -9.097 -0.100 0.713
H -8.553 0.522 1.941
O -7.680 -1.980 4.882
H -8.524 -2.452 4.907
H -7.898 -1.507 5.663

Charges in e, computed with Mulliken, in the same order as the atoms: O -0.633; H 0.312; H 0.270; O -0.662; H 0.297; H 0.462; O -0.584; H 0.289; H 0.286; O -0.610; H 0.295; H 0.262; O -0.418; H 0.312; H 0.353; O -0.597; H 0.301; H 0.287; O -0.570; H 0.268; H 0.247; O -0.716; H 0.383; H 0.326; O -0.611; H 0.302; H 0.273; O -0.573; H 0.289; H 0.250; O -0.689; H 0.392; H 0.209

ORCA calculation (the ωB97M-V functional and the def2-TZVPD basis) on 11 unconnected molecules or ions with the total composition H22O11 at a distorted geometry.

Results
HOMO energy = -9.167 eV
LUMO level = -0.2697 eV

Element x y z (Å)
O 0.866 0.132 0.945
H 0.329 -0.646 0.757
H 0.489 0.485 1.759
O 1.728 -1.816 -1.272
H 1.553 -2.257 -0.433
H 1.415 -2.442 -1.935
O -0.263 -1.914 -1.116
H -0.677 -1.468 -1.863
H -0.448 -2.847 -1.268
O 5.807 -0.373 0.870
H 5.056 -0.972 0.786
H 5.446 0.393 1.329
O -0.837 3.035 1.795
H -1.377 3.002 0.997
H -1.352 3.576 2.404
O -2.112 0.336 -2.122
H -1.647 1.151 -2.341
H -3.029 0.610 -2.013
O -2.860 -1.350 -0.748
H -3.330 -1.300 0.092
H -2.291 -0.572 -0.745
O -1.344 -4.393 1.733
H -0.927 -4.274 2.594
H -0.923 -3.730 1.175
O -3.420 0.912 1.172
H -2.888 0.858 1.974
H -3.485 1.858 0.997
O 0.472 4.299 -0.696
H 1.082 4.512 -1.411
H -0.222 4.964 -0.773
O 3.338 0.217 -0.634
H 2.941 0.661 -1.392
H 2.911 -0.647 -0.618

Charges in e, computed with Mulliken, in the same order as the atoms: O -0.549; H 0.238; H 0.285; O -0.671; H 0.285; H 0.340; O -0.518; H 0.235; H 0.294; O -0.620; H 0.298; H 0.310; O -0.575; H 0.263; H 0.302; O -0.634; H 0.293; H 0.294; O -0.630; H 0.278; H 0.409; O -0.631; H 0.320; H 0.303; O -0.573; H 0.318; H 0.249; O -0.576; H 0.288; H 0.302; O -0.582; H 0.239; H 0.415

ORCA calculation (the ωB97M-V functional and the def2-TZVPD basis) on 11 unconnected molecules or ions with the total composition H22O11 at a distorted geometry.

Results
HOMO energy = -10.940 eV
LUMO level = -0.2305 eV

Element x y z (Å)
O -9.482 3.040 13.012
H -9.195 2.783 13.888
H -8.671 3.125 12.510
O -9.290 2.609 15.521
H -10.057 2.423 16.063
H -8.572 2.148 15.954
O -12.390 5.596 12.362
H -11.675 5.961 11.840
H -12.862 5.025 11.756
O -13.330 2.354 16.290
H -12.617 2.016 16.831
H -12.914 3.000 15.719
O -10.917 5.222 16.842
H -11.217 4.800 16.037
H -10.086 5.633 16.603
O -12.738 1.297 13.216
H -13.274 1.743 13.871
H -12.510 0.461 13.621
O -10.662 0.909 10.957
H -10.297 0.185 11.466
H -10.667 1.649 11.564
O -13.689 2.621 10.984
H -14.086 2.006 10.367
H -13.310 2.066 11.666
O -14.055 6.944 14.185
H -13.459 7.681 14.051
H -13.733 6.265 13.591
O -12.016 3.756 14.612
H -11.677 3.259 13.867
H -12.342 4.570 14.228
O -10.173 4.862 10.671
H -10.334 4.470 11.529
H -9.379 5.383 10.790

Charges in e, computed with Mulliken, in the same order as the atoms: O -0.602; H 0.312; H 0.299; O -0.575; H 0.265; H 0.257; O -0.682; H 0.284; H 0.331; O -0.657; H 0.294; H 0.386; O -0.616; H 0.357; H 0.314; O -0.626; H 0.316; H 0.243; O -0.615; H 0.290; H 0.319; O -0.602; H 0.298; H 0.386; O -0.621; H 0.289; H 0.389; O -0.511; H 0.190; H 0.292; O -0.637; H 0.325; H 0.309

ORCA calculation (the ωB97M-V functional and the def2-TZVPD basis) on 11 unconnected molecules or ions with the total composition H22O11 at a distorted geometry.

Results
HOMO energy = -9.957 eV
LUMO level = -1.1515 eV

Element x y z (Å)
O -1.045 1.299 1.390
H -1.709 0.606 1.531
H -0.582 1.365 2.220
O -1.733 2.622 -1.546
H -2.670 2.546 -1.334
H -1.389 1.713 -1.400
O -2.492 -1.219 1.219
H -3.219 -0.596 1.219
H -2.789 -1.941 0.701
O 1.688 -1.279 -2.683
H 1.237 -0.729 -2.054
H 1.162 -2.095 -2.830
O 2.035 2.599 -0.334
H 1.880 1.649 -0.236
H 2.150 3.110 0.485
O 0.987 -2.455 0.078
H 0.878 -3.323 0.465
H 0.704 -2.747 -0.775
O 0.648 0.073 -0.316
H 0.648 -0.891 -0.229
H -0.240 0.192 -0.008
O -0.840 4.007 0.735
H -0.759 4.220 1.609
H -0.703 3.067 0.611
O -1.881 -0.040 -1.459
H -2.515 -0.214 -0.815
H -1.865 -0.838 -2.001
O 1.437 0.245 2.248
H 0.695 -0.257 2.580
H 1.251 0.153 1.288
O 3.355 -3.552 -0.354
H 3.079 -4.258 0.183
H 2.598 -3.033 -0.190

Charges in e, computed with Mulliken, in the same order as the atoms: O -0.500; H 0.172; H 0.328; O -0.617; H 0.277; H 0.336; O -0.640; H 0.315; H 0.288; O -0.596; H 0.298; H 0.281; O -0.639; H 0.268; H 0.292; O -0.810; H 0.307; H 0.247; O -0.424; H 0.284; H 0.426; O -0.613; H 0.260; H 0.392; O -0.596; H 0.224; H 0.279; O -0.718; H 0.285; H 0.399; O -0.594; H 0.268; H 0.519

ORCA calculation (the ωB97M-V functional and the def2-TZVPD basis) on a molecular structure, H22O11 at a distorted geometry.

Results
HOMO energy = -9.413 eV
LUMO level = -1.4713 eV

Element x y z (Å)
O -1.313 0.560 2.918
H -1.588 1.420 3.050
H -1.004 0.750 2.134
O 2.454 -1.432 -1.729
H 1.892 -0.702 -1.803
H 1.809 -1.772 -1.082
O 0.542 -2.716 -0.149
H -0.075 -2.991 0.527
H 0.961 -3.567 -0.480
O -0.803 1.273 -2.029
H -1.033 1.796 -1.232
H -1.700 1.098 -2.335
O 1.729 -0.189 1.533
H 1.368 -0.571 0.743
H 1.299 0.674 1.711
O 0.599 2.262 1.203
H -0.028 2.245 0.433
H 0.167 3.015 1.546
O -0.846 -2.693 -1.625
H -0.062 -2.798 -0.922
H -0.266 -2.400 -2.435
O -0.675 -2.165 2.628
H -0.987 -1.235 2.418
H -0.939 -2.254 3.564
O 0.998 0.651 -2.498
H 0.121 0.768 -2.161
H 1.394 1.519 -2.344
O -0.483 -0.350 0.310
H -0.894 0.236 -0.320
H -0.060 -1.020 -0.194
O -0.837 3.123 -0.486
H -0.082 3.957 -0.778
H -1.658 3.507 -0.115

Charges in e, computed with Mulliken, in the same order as the atoms: O -0.586; H 0.301; H 0.213; O -0.665; H 0.445; H 0.332; O -0.708; H 0.397; H 0.460; O -0.540; H 0.194; H 0.299; O -0.667; H 0.272; H 0.401; O -0.577; H 0.339; H 0.312; O -0.949; H 0.344; H 0.291; O -0.606; H 0.446; H 0.271; O -0.824; H 0.579; H 0.193; O -0.407; H 0.225; H 0.271; O -0.805; H 0.418; H 0.333